# 1
{
  "formula": "C3H7N",
  "method": "ωB97M-V with the def2-TZVPD basis set",
  "homo_lumo_gap_ev": 9.076,
  "total_energy_ha": -173.174456,
  "homo_energy_ha": -0.293,
  "smiles": "C/C=C/N",
  "largest_force_ev_per_a": 4.21,
  "species": ["C", "C", "C", "N", "H", "H", "H", "H", "H", "H", "H"],
  "coordinates": [[-1.246780, -0.808918, 1.007241], [0.097998, -0.721369, 0.034630], [0.680647, 0.512099, -0.115972], [1.284991, 1.152074, -1.247692], [-1.202444, 0.060093, 1.662299], [-1.365783, -1.790893, 1.414671], [-1.991880, -0.762745, 0.249107], [0.143463, -1.350929, -0.840451], [0.304309, 1.270943, 0.660526], [1.870931, 1.960013, -0.742289], [1.424547, 0.479632, -2.082070]],
  "atomic_forces_ev_per_a": [[3.413, -0.001, -2.465], [-1.057, 2.393, 0.561], [-2.548, 0.059, 0.474], [0.241, -0.265, 2.547], [-0.382, -0.434, 0.196], [0.240, -0.298, 0.958], [-1.092, 0.603, -0.274], [0.074, -0.715, 0.090], [1.152, -0.908, -1.008], [-0.813, -2.619, -3.070], [0.772, 2.186, 1.992]]
}



# 2
{
  "formula": "C3H7N2",
  "method": "ωB97M-V with the def2-TZVPD basis set",
  "homo_lumo_gap_ev": 10.752,
  "total_energy_ha": -227.665379,
  "homo_energy_ha": -0.537,
  "total_charge": 1,
  "smiles": "C#C[C@H](N)[NH3+]",
  "largest_force_ev_per_a": 5.06,
  "species": ["C", "C", "C", "N", "N", "H", "H", "H", "H", "H", "H", "H"],
  "coordinates": [[0.851160, -2.184062, -0.157561], [0.662427, -0.984417, -0.142170], [0.219353, 0.458570, -0.141046], [0.699658, 1.160489, 0.932184], [-1.309225, 0.457773, -0.315258], [1.036675, -3.170085, -0.450104], [0.568746, 0.965159, -1.232486], [1.647117, 1.534483, 0.883562], [0.714824, 0.599935, 1.806187], [-1.708387, 0.953533, -1.159077], [-1.876704, 0.794315, 0.453813], [-1.505644, -0.585694, -0.478042]],
  "atomic_forces_ev_per_a": [[-0.372, 2.670, -0.422], [-0.913, -0.697, -0.285], [2.435, -0.472, -4.409], [0.237, 0.766, 2.766], [-1.306, -1.827, -1.518], [0.264, -1.035, 0.219], [-0.612, -1.313, 3.129], [-0.503, 0.142, -0.701], [-0.285, 0.418, -0.818], [1.027, -0.405, 0.891], [0.209, 0.036, 0.749], [-0.182, 1.717, 0.398]]
}



# 3
{
  "formula": "C3H7N2",
  "method": "ωB97M-V with the def2-TZVPD basis set",
  "homo_lumo_gap_ev": 11.082,
  "total_energy_ha": -227.639745,
  "homo_energy_ha": -0.553,
  "total_charge": 1,
  "smiles": "C1[NH2+][C@H]2CN12",
  "largest_force_ev_per_a": 3.92,
  "species": ["C", "N", "C", "C", "N", "H", "H", "H", "H", "H", "H", "H"],
  "coordinates": [[0.376202, -0.879052, -0.755406], [-0.715386, -0.852389, 0.317261], [-0.622699, 0.612882, 0.259710], [0.719351, 1.169690, 0.340074], [0.290352, 0.565478, -0.899472], [0.266546, -1.320400, -1.648859], [1.309292, -1.160795, -0.381702], [-1.691190, -0.992619, -0.217014], [-0.542033, -1.335322, 1.203688], [-1.611253, 1.211976, 0.473990], [0.764074, 2.332675, 0.291756], [1.456745, 0.647876, 1.015975]],
  "atomic_forces_ev_per_a": [[0.386, 2.485, 2.492], [-2.212, -0.826, -2.329], [-2.276, 2.499, 0.836], [1.167, 1.279, 1.601], [-0.324, 1.223, -0.973], [-1.572, -2.168, -2.856], [1.384, -0.714, 1.032], [2.529, -0.678, 2.080], [-0.616, -0.213, -0.176], [2.066, -1.259, -0.912], [0.012, -2.372, 0.176], [-0.544, 0.744, -0.971]]
}



# 4
{
  "formula": "C3H7N2",
  "method": "ωB97M-V with the def2-TZVPD basis set",
  "homo_lumo_gap_ev": 10.501,
  "total_energy_ha": -227.693157,
  "homo_energy_ha": -0.543,
  "total_charge": 1,
  "largest_force_ev_per_a": 2.94,
  "species": ["C", "C", "C", "N", "N", "H", "H", "H", "H", "H", "H", "H"],
  "coordinates": [[1.297397, 1.046287, 0.041705], [1.276988, -0.978669, -0.006951], [0.133284, 0.176373, 0.476004], [2.153110, 0.159941, -0.259667], [-1.127910, 0.255792, -0.298643], [1.414297, 2.115209, 0.033560], [1.621359, -1.635530, 0.785258], [1.008834, -1.528608, -0.901733], [-0.055724, 0.159754, 1.547422], [-0.930070, 0.124531, -1.300144], [-1.566409, 1.182077, -0.176536], [-1.793290, -0.467826, 0.009487]],
  "atomic_forces_ev_per_a": [[-0.550, -0.275, -0.052], [-1.856, 1.404, 0.751], [2.358, -1.746, -0.130], [0.629, 0.294, -0.176], [-0.303, 0.181, -0.100], [0.171, 0.335, -0.019], [-0.034, -0.061, 0.024], [-0.020, -0.120, -0.127], [-0.315, 0.071, -0.100], [-0.184, 0.029, 0.225], [-0.019, -0.360, -0.103], [0.126, 0.248, -0.191]]
}



# 5
{
  "formula": "C3H7N2",
  "method": "ωB97M-V with the def2-TZVPD basis set",
  "homo_lumo_gap_ev": 10.165,
  "total_energy_ha": -227.634243,
  "homo_energy_ha": -0.537,
  "total_charge": 1,
  "smiles": "CC#[N+]NC",
  "largest_force_ev_per_a": 12.40,
  "species": ["C", "C", "N", "N", "C", "H", "H", "H", "H", "H", "H", "H"],
  "coordinates": [[2.380951, 0.252202, -0.843044], [1.194626, 0.209745, -0.131130], [0.098554, -0.191725, 0.373365], [-0.964046, -0.340139, 1.126993], [-2.253589, -0.041746, 0.405533], [2.559273, -0.557032, -1.641440], [2.419429, 1.202717, -1.445175], [3.145021, 0.369734, -0.080904], [-0.973185, -1.126608, 1.838954], [-1.824036, 0.674187, -0.418534], [-2.742107, -0.914653, -0.119145], [-3.040892, 0.463318, 0.934526]],
  "atomic_forces_ev_per_a": [[1.799, 0.523, -3.038], [-10.725, -3.728, 4.972], [8.318, 2.576, -3.104], [-1.350, -0.747, 0.483], [1.399, 0.546, -3.194], [-0.319, 0.775, 1.642], [-0.124, -0.560, 0.671], [0.589, -0.287, -0.108], [0.625, 1.236, -1.323], [-1.515, -1.207, 1.367], [0.986, 0.598, 0.687], [0.316, 0.276, 0.945]]
}



# 6
{
  "formula": "C3H7N2",
  "method": "ωB97M-V with the def2-TZVPD basis set",
  "homo_lumo_gap_ev": 9.803,
  "total_energy_ha": -227.653235,
  "homo_energy_ha": -0.514,
  "total_charge": 1,
  "smiles": "[H]/N=C1/C[C@H]1[NH3+]",
  "largest_force_ev_per_a": 3.77,
  "species": ["H", "N", "C", "C", "C", "N", "H", "H", "H", "H", "H", "H"],
  "coordinates": [[-2.277886, 1.646252, 0.301570], [-2.268158, 0.718196, 0.009860], [-1.211417, 0.071616, -0.045985], [-0.532383, -1.196403, -0.324356], [0.190202, -0.133168, 0.561478], [1.475783, 0.587897, -0.132741], [-0.798007, -2.110106, 0.005706], [-0.374962, -1.457155, -1.333010], [0.357072, -0.403043, 1.627583], [1.396379, 1.615237, -0.153044], [1.781555, 0.287412, -1.032911], [2.261818, 0.373264, 0.515854]],
  "atomic_forces_ev_per_a": [[0.298, 1.865, 1.139], [0.004, -2.246, -1.824], [0.564, -0.333, 1.692], [-0.102, 3.058, -0.186], [0.527, -0.120, -2.292], [-0.455, -0.069, 3.183], [-1.092, -2.713, 2.386], [1.108, 0.785, -1.577], [0.050, 0.601, -0.977], [-0.227, -0.407, 0.061], [-0.266, -0.688, -1.048], [-0.410, 0.267, -0.558]]
}



# 7
{
  "formula": "C3H7N2",
  "method": "ωB97M-V with the def2-TZVPD basis set",
  "homo_lumo_gap_ev": 8.701,
  "total_energy_ha": -227.626471,
  "homo_energy_ha": -0.504,
  "total_charge": 1,
  "largest_force_ev_per_a": 6.29,
  "species": ["C", "C", "C", "N", "N", "H", "H", "H", "H", "H", "H", "H"],
  "coordinates": [[-0.808202, -0.046102, -0.051064], [-0.523898, -0.990972, 0.981992], [0.164069, 0.704560, -0.657351], [-0.020324, 1.426609, -1.668210], [0.663550, -1.293487, 1.399391], [-1.806855, 0.308189, -0.265388], [-1.455415, -1.398009, 1.477672], [1.997128, 0.613510, -0.327617], [-1.058437, 1.584145, -1.794995], [0.642345, 1.918310, -2.374975], [1.440309, -0.706262, 1.374565], [0.765729, -2.120492, 1.905979]],
  "atomic_forces_ev_per_a": [[0.748, -0.490, 2.438], [-2.834, 2.163, -1.470], [5.698, -2.187, 1.527], [-1.368, 3.496, -3.773], [-0.839, -0.775, 0.419], [-0.341, -0.540, 0.132], [1.489, -0.322, -0.729], [-4.288, 0.060, -0.667], [1.565, 0.108, -0.688], [-1.396, -1.282, 2.252], [1.311, 0.998, -0.697], [0.254, -1.228, 1.258]]
}



# 8
{
  "formula": "C3H7N2",
  "method": "ωB97M-V with the def2-TZVPD basis set",
  "s_squared": 2.01,
  "homo_lumo_gap_ev": [5.103, 8.533],
  "total_energy_ha": -227.513342,
  "homo_energy_ha": [-0.356, -0.558],
  "spin_multiplicity": 3,
  "total_charge": 1,
  "largest_force_ev_per_a": 4.02,
  "species": ["C", "C", "C", "N", "N", "H", "H", "H", "H", "H", "H", "H"],
  "coordinates": [[-0.974245, -1.389169, -0.665520], [1.560799, 0.596139, 1.148941], [-0.747405, -0.340922, -1.535580], [0.545939, 1.190702, 0.640519], [-1.221640, -2.237796, 0.063558], [2.172346, -0.165421, 0.697309], [2.061758, 0.726312, 2.049821], [-1.733953, 0.118329, -1.648977], [-0.326856, -0.527723, -2.511886], [0.051915, 0.322857, -1.074159], [0.110661, 1.918370, 1.183172], [-1.742369, -2.721806, 0.820465]],
  "atomic_forces_ev_per_a": [[-0.147, -2.107, 1.077], [2.113, -3.093, -1.454], [1.188, 2.242, -0.531], [-1.125, 1.526, 1.384], [-0.817, 0.207, 0.693], [0.001, -0.296, -0.977], [0.155, 1.185, 2.224], [0.217, 0.521, -0.019], [-0.129, -0.873, -0.354], [-1.250, -0.281, -0.201], [-1.076, 0.709, -0.974], [0.871, 0.263, -0.869]]
}



# 9
{
  "formula": "C3H7N2O",
  "method": "ωB97M-V with the def2-TZVPD basis set",
  "homo_lumo_gap_ev": 10.276,
  "total_energy_ha": -302.904613,
  "homo_energy_ha": -0.535,
  "total_charge": 1,
  "smiles": "[NH3+][C@H]1CN1C=O",
  "largest_force_ev_per_a": 3.74,
  "species": ["N", "C", "C", "N", "C", "O", "H", "H", "H", "H", "H", "H", "H"],
  "coordinates": [[-1.330999, -0.636450, 0.636624], [-0.472651, -0.045202, -0.619881], [0.000904, 1.363380, -0.529370], [0.873645, 0.175006, -0.515940], [1.982983, -0.390656, 0.133614], [2.957632, 0.227668, 0.441376], [-2.235928, -0.200193, 0.545410], [-1.332522, -1.691475, 0.436805], [-1.149896, -0.620101, 1.748047], [-0.950316, -0.552243, -1.401231], [0.185698, 1.871314, -1.370463], [-0.364274, 1.943023, 0.340257], [1.835720, -1.444071, 0.154750]],
  "atomic_forces_ev_per_a": [[1.185, -1.857, 2.049], [0.434, 0.080, 1.739], [-0.236, -1.979, 2.866], [-0.839, 0.904, 0.946], [0.555, 1.429, -0.486], [-0.740, -0.402, 0.116], [-0.764, -0.343, -0.216], [-0.664, 1.876, 0.306], [0.382, 0.588, -3.121], [-0.450, -0.552, -1.331], [-0.020, 2.131, -3.078], [0.906, -0.494, -0.160], [0.251, -1.382, 0.371]]
}



# 10
{
  "formula": "C3H7N2O",
  "method": "ωB97M-V with the def2-TZVPD basis set",
  "homo_lumo_gap_ev": 10.147,
  "total_energy_ha": -302.840281,
  "homo_energy_ha": -0.556,
  "total_charge": 1,
  "largest_force_ev_per_a": 1.42,
  "species": ["C", "C", "C", "N", "N", "O", "H", "H", "H", "H", "H", "H", "H"],
  "coordinates": [[-1.294298, 0.866292, -0.154144], [1.743105, 1.207978, 0.089400], [-0.836705, -1.464971, 0.076349], [-0.498670, -0.096671, -0.021820], [1.292071, 0.039288, -0.017756], [1.706426, -1.064586, -0.102319], [-2.369032, 0.716284, -0.187314], [-0.940297, 1.884190, -0.245571], [2.815722, 1.352154, 0.081190], [1.117981, 2.073981, 0.195996], [-1.657800, -1.619680, 0.776040], [-1.117932, -1.863655, -0.901576], [0.039429, -2.030601, 0.411519]],
  "atomic_forces_ev_per_a": [[0.019, 0.306, -0.036], [0.307, 1.322, 0.091], [-0.343, -1.372, -0.059], [0.516, 1.084, 0.048], [-0.843, -0.961, -0.057], [0.571, -0.171, -0.057], [-0.028, -0.187, 0.008], [0.178, 0.051, 0.011], [0.018, -0.311, -0.046], [-0.329, -0.118, -0.004], [0.085, 0.128, 0.040], [0.053, 0.114, 0.048], [-0.205, 0.114, 0.013]]
}



# 11
{
  "formula": "C3H7N2O",
  "method": "ωB97M-V with the def2-TZVPD basis set",
  "homo_lumo_gap_ev": 10.150,
  "total_energy_ha": -302.903307,
  "homo_energy_ha": -0.536,
  "total_charge": 1,
  "smiles": "C=[N+]=COCN",
  "largest_force_ev_per_a": 5.47,
  "species": ["C", "N", "C", "O", "C", "N", "H", "H", "H", "H", "H", "H", "H"],
  "coordinates": [[2.853151, 0.146539, 0.805511], [1.771551, 0.139934, 0.158959], [0.904414, 0.132632, -0.731520], [-0.283323, -0.246049, -0.893644], [-1.826952, -0.693626, -0.274258], [-2.342918, 0.390677, 0.347839], [3.684136, -0.716331, 0.709592], [3.279439, 1.001149, 1.360680], [1.192399, 0.783453, -1.683420], [-1.799361, -1.614496, 0.223977], [-2.120921, -0.862241, -1.279168], [-2.435407, 0.399443, 1.420909], [-2.876207, 1.138916, -0.165451]],
  "atomic_forces_ev_per_a": [[2.127, -1.506, -1.053], [2.623, -0.278, 3.157], [-1.500, 2.374, -4.696], [0.292, -0.818, 0.469], [-1.071, 2.373, -0.135], [-1.024, -0.012, 1.695], [-2.312, 1.557, 0.059], [-1.087, -0.207, 0.061], [0.178, -1.414, 1.768], [0.901, -0.895, 1.258], [-0.482, 0.175, -0.709], [0.252, 0.013, -2.639], [1.103, -1.362, 0.765]]
}



# 12
{
  "formula": "C3H7N2O",
  "method": "ωB97M-V with the def2-TZVPD basis set",
  "homo_lumo_gap_ev": 11.548,
  "total_energy_ha": -303.026479,
  "homo_energy_ha": -0.535,
  "total_charge": 1,
  "largest_force_ev_per_a": 2.69,
  "species": ["C", "C", "N", "C", "N", "H", "H", "H", "H", "H", "H", "H", "O"],
  "coordinates": [[0.926587, -0.764901, -1.504494], [1.408791, 0.341743, -0.898013], [0.351056, 0.814263, -0.142012], [-0.712893, 0.062323, -0.267347], [-0.404803, -0.920086, -1.134257], [1.437668, -1.578239, -1.991835], [2.307483, 0.907237, -1.022905], [0.369623, 1.498926, 0.594393], [-1.696362, 0.045969, 0.161360], [-1.069868, -1.590604, -1.471602], [-1.278499, -0.300650, 2.483037], [-0.737185, 0.954115, 3.025792], [-0.901598, 0.529898, 2.167888]],
  "atomic_forces_ev_per_a": [[-0.052, -1.041, -0.167], [-1.049, -0.071, -0.069], [-0.160, 0.671, 0.546], [-0.437, -1.977, -1.777], [0.982, 1.234, 0.700], [0.018, 0.367, -0.523], [0.380, -0.176, 0.233], [0.250, 0.352, -0.076], [0.146, 0.839, 0.284], [0.040, -0.344, -0.095], [-0.070, -0.211, -0.250], [0.046, 0.282, -0.307], [-0.094, 0.076, 1.501]]
}